Record 1
The following is a quantum chemistry calculation of a structure of composition C4H3Cl3N2O2S, from the OMol25 dataset.

## Properties
- orbital gap (eV) = 10.40
- relative energy (zero: lowest compared OMol25 entry of this formula, charge and spin) (kcal/mol) = 0.00
- total charge = 0
- E_LUMO (eV) = -0.281

Last column: Löwdin charge in e.
Atoms and positions in Å:
C  -1.415  0.780  0.195  -0.121
C  -0.316  -0.713  -1.369  -0.777
C  -1.084  0.566  -1.251  -0.182
C  0.083  -0.805  0.883  -1.025
N  -0.892  0.152  1.158  0.055
N  0.207  -1.337  -0.396  0.033
O  2.827  -0.846  0.945  -0.324
O  1.716  0.677  2.528  -0.324
S  1.748  0.016  1.272  0.321
Cl  -0.160  -1.386  -2.913  0.776
Cl  0.157  -2.044  2.115  0.757
Cl  1.737  1.482  -0.149  0.468
H  -2.168  1.513  0.451  0.128
H  -1.984  0.549  -1.870  0.122
H  -0.458  1.399  -1.598  0.095

=====

Record 2
The following is a quantum chemistry calculation of a structure of composition C4H3Cl3N2S, from the OMol25 dataset.

## Properties
- orbital gap (eV) = 9.37
- total charge = 0
- E_LUMO (eV) = -0.132

Last column: Löwdin charge in e.
Atoms and positions in Å:
Cl  -1.674  2.402  -0.123  0.480
Cl  -1.702  0.962  2.392  0.507
Cl  0.011  3.434  2.279  0.501
N  1.102  -0.045  -1.514  0.031
S  0.962  1.336  0.759  0.856
C  0.924  -1.340  -1.808  -0.130
C  0.153  -1.977  -0.756  -0.059
C  -0.087  -0.985  0.176  -0.186
N  0.479  0.136  -0.307  -0.531
C  -0.628  2.003  1.353  -1.752
H  1.423  -1.763  -2.703  0.111
H  -0.158  -3.014  -0.711  0.090
H  -0.804  -1.148  0.962  0.082

=====

Record 3
The following is a quantum chemistry calculation of the molecule C4H3ClFNO, from the OMol25 dataset.

## Properties
- structure (SMILES) = C[C@@](F)(C#N)C(=O)Cl
- orbital gap (eV) = 11.58
- relative energy (zero: lowest compared OMol25 entry of this formula, charge and spin) (kcal/mol) = 16.68
- total charge = 0
- E_LUMO (eV) = 0.433

Last column: Löwdin charge in e.
Atoms and positions in Å:
C  -0.011  1.719  -0.069  -0.114
C  1.301  -0.425  0.539  -0.754
C  -1.066  -0.525  0.041  -0.015
C  0.156  0.286  -0.418  -0.500
N  -0.375  2.803  0.016  0.197
O  1.586  0.029  1.583  0.094
F  0.465  -0.017  -1.695  0.036
Cl  2.099  -1.784  -0.233  0.728
H  -1.922  -0.047  -0.374  0.073
H  -1.107  -0.597  1.203  0.147
H  -1.126  -1.442  -0.592  0.108

=====

Record 4
The following is a quantum chemistry calculation of the molecule C4H3ClFNS, from the OMol25 dataset.

## Properties
- structure (SMILES) = Fc1cc(S)c(Cl)[nH]1
- orbital gap (eV) = 8.76
- relative energy (zero: lowest compared OMol25 entry of this formula, charge and spin) (kcal/mol) = 0.00
- total charge = 0
- E_LUMO (eV) = 0.672

Last column: Löwdin charge in e.
Atoms and positions in Å:
C  -0.286  0.518  0.616  -0.647
C  -1.294  -0.133  -0.151  -0.036
C  -0.610  -0.896  -1.055  -0.343
C  0.936  0.132  0.138  -0.759
H  0.620  1.902  2.264  -0.164
H  -2.367  -0.051  -0.057  0.115
H  1.453  -1.195  -1.435  0.158
N  0.733  -0.762  -0.890  0.098
F  -1.058  -1.709  -2.006  0.103
S  -0.646  1.640  1.941  0.783
Cl  2.519  0.554  0.636  0.691